(w)
Entry from the OMol25 dataset: the molecule C17H20N2O3S (ωB97M-V/def2-TZVPD).

The geometry in XYZ format:
```
43
C17H20N2O3S (ωB97M-V/def2-TZVPD)
C 4.193 0.253 2.066
C 4.043 0.385 0.578
C 5.068 -0.042 -0.257
C 4.970 0.067 -1.632
C 3.834 0.617 -2.200
C 2.808 1.054 -1.384
C 2.898 0.943 0.001
C 1.730 1.385 0.812
S 0.295 0.306 0.419
O -0.280 0.748 -0.822
O -0.581 0.309 1.568
C 0.964 -1.382 0.199
C -0.066 -2.378 0.694
C -1.306 -2.354 -0.206
O -1.336 -2.950 -1.263
N -2.342 -1.664 0.298
C -3.611 -1.576 -0.396
C -4.211 -0.199 -0.337
C -3.468 0.936 -0.650
C -4.089 2.170 -0.567
C -5.422 2.231 -0.189
C -6.071 1.041 0.096
N -5.485 -0.141 0.031
H 5.149 -0.203 2.308
H 3.404 -0.367 2.494
H 4.152 1.230 2.545
H 5.959 -0.469 0.181
H 5.780 -0.276 -2.258
H 3.748 0.707 -3.272
H 1.911 1.475 -1.813
H 1.874 1.311 1.884
H 1.397 2.386 0.547
H 1.164 -1.497 -0.862
H 1.889 -1.436 0.768
H 0.353 -3.386 0.649
H -0.336 -2.141 1.723
H -2.199 -1.062 1.096
H -3.427 -1.872 -1.435
H -4.328 -2.281 0.042
H -2.434 0.849 -0.941
H -3.540 3.072 -0.800
H -5.941 3.174 -0.116
H -7.111 1.026 0.397
```

Results
SMILES string: Cc1ccccc1CS(=O)(=O)CCC(=O)NCc1ccccn1
Kohn-Sham gap: 0.351 Ha
HOMO energy: -9.063 eV
M: 332.42 Da
LUMO: 0.5 eV
Net charge: 0

Results of the natural (NBO) charge analysis, in e, for atoms 1 through 6: -0.658 0.085 -0.238 -0.194 -0.211 -0.192

---

(x)
Entry from the OMol25 dataset: the molecule C17H20N2O3S (ωB97M-V/def2-TZVPD).

The geometry in XYZ format:
```
43
C17H20N2O3S (ωB97M-V/def2-TZVPD)
O -2.065 -3.404 -0.593
C -1.089 -2.751 -0.289
C -0.841 -2.097 0.976
C 0.292 -1.391 1.203
C 1.265 -1.261 0.184
S 2.783 -0.342 0.460
O 3.099 -0.456 1.851
O 3.717 -0.801 -0.525
N 2.503 1.254 0.155
C 1.705 2.001 1.093
C 0.208 1.999 0.731
C 0.002 1.737 -0.767
C -1.384 2.217 -1.224
C -2.465 1.470 -0.495
C -3.162 2.052 0.555
C -4.122 1.335 1.248
C -4.395 0.023 0.901
C -3.711 -0.567 -0.149
C -2.754 0.155 -0.839
C 1.132 2.401 -1.552
C 2.463 1.714 -1.217
C 1.071 -1.886 -1.004
N -0.057 -2.589 -1.224
H -1.600 -2.217 1.732
H 0.499 -0.935 2.159
H 2.091 3.025 1.109
H 1.883 1.556 2.071
H -0.331 1.243 1.302
H -0.216 2.971 0.990
H 0.056 0.658 -0.947
H -1.477 3.290 -1.041
H -1.480 2.046 -2.299
H -2.957 3.076 0.831
H -4.658 1.802 2.061
H -5.142 -0.538 1.443
H -3.913 -1.590 -0.426
H -2.229 -0.307 -1.664
H 0.950 2.332 -2.625
H 1.179 3.459 -1.287
H 3.298 2.405 -1.381
H 2.628 0.839 -1.846
H 1.815 -1.844 -1.785
H -0.195 -3.074 -2.104
```

Results
SMILES string: O=c1ccc(S(=O)(=O)N2CCC(Cc3ccccc3)CC2)c[nH]1
Kohn-Sham gap: 0.335 Ha
HOMO energy: -8.899 eV
M: 332.42 Da
LUMO: 0.2 eV
Net charge: 0

Results of the natural (NBO) charge analysis, in e, for atoms 1 through 6: -0.617 0.611 -0.303 -0.132 -0.456 2.351

---

(w) takes first place; second place is 0.0067 hartree up.

---

(w)
Entry from the OMol25 dataset: the molecule C5H6F2 (ωB97M-V/def2-TZVPD).

The geometry in XYZ format:
```
13
C5H6F2 (ωB97M-V/def2-TZVPD)
C -1.443 -1.020 -0.378
C -0.344 -0.028 0.079
C 1.012 -0.488 0.022
C 1.889 0.477 -0.140
F 3.199 0.232 -0.165
C -0.627 1.113 0.647
F -1.823 1.657 0.612
H -2.567 -0.692 -0.251
H -1.211 -1.837 0.260
H -1.214 -1.282 -1.391
H 1.145 -1.528 0.288
H 1.831 1.586 -0.538
H 0.153 1.810 0.954
```

Results
SMILES string: CC(/C=C/F)=C\F
Kohn-Sham gap: 0.360 Ha
HOMO energy: -8.845 eV
M: 104.10 Da
LUMO: 1.0 eV
Net charge: 0

Results of the natural (NBO) charge analysis, in e, for atoms 1 through 6: -0.628 -0.108 -0.328 0.256 -0.342 0.229

---

(x)
Entry from the OMol25 dataset: the molecule C5H6F2 (ωB97M-V/def2-TZVPD).

The geometry in XYZ format:
```
13
C5H6F2 (ωB97M-V/def2-TZVPD)
C -0.259 1.084 1.060
C 0.133 0.057 -0.085
C -1.145 -1.088 -0.556
F -1.993 -1.260 0.512
C 1.220 0.418 -1.034
C 1.540 -0.461 -0.129
F 2.474 -1.250 0.326
H -0.292 2.031 0.451
H 0.452 1.202 1.908
H -1.263 0.705 1.568
H -0.731 -1.964 -0.843
H -1.683 -0.697 -1.443
H 1.549 1.224 -1.736
```

Results
SMILES string: C[C@@]1(CF)C=C1F
Kohn-Sham gap: 0.371 Ha
HOMO energy: -9.187 eV
M: 104.10 Da
LUMO: 0.9 eV
Net charge: 0

Results of the natural (NBO) charge analysis, in e, for atoms 1 through 6: -0.662 -0.077 0.062 -0.362 -0.324 0.427

---

(w) takes first place; second place is 0.0764 hartree up.

---

(w)
Entry from the OMol25 dataset: a 2-piece molecular cluster, C4H9NO overall (ωB97M-V/def2-TZVPD).

The geometry in XYZ format:
```
15
C4H9NO (ωB97M-V/def2-TZVPD)
C 2.093 -0.637 -0.209
C 1.115 0.123 -0.686
C -0.021 0.653 0.106
C -0.240 0.183 1.354
N -0.682 1.742 -0.412
H 2.810 -0.979 -0.944
H 2.108 -1.152 0.739
H 1.238 0.471 -1.686
H 0.012 -0.810 1.688
H -0.657 0.839 2.100
H -1.445 2.150 0.102
H -0.116 2.446 -0.864
O -2.224 -1.515 -0.757
H -1.736 -1.075 -0.045
H -2.253 -2.439 -0.487
```

Results
SMILES string: C=CC(=C)N.O
Kohn-Sham gap: 0.334 Ha
HOMO energy: -8.286 eV
M: 87.12 Da
LUMO: 0.8 eV
Net charge: 0

Results of the natural (NBO) charge analysis, in e, for atoms 1 through 6: -0.343 -0.232 0.156 -0.544 -0.792 0.197

---

(x)
Entry from the OMol25 dataset: the molecule C4H9NO (ωB97M-V/def2-TZVPD).

The geometry in XYZ format:
```
15
C4H9NO (ωB97M-V/def2-TZVPD)
C 1.581 0.459 -0.788
C 0.259 1.075 -0.347
C -0.310 0.435 0.921
N -0.565 -0.996 0.796
C -1.545 -1.540 0.032
O -2.329 -0.932 -0.669
H 1.954 0.928 -1.705
H 2.352 0.577 -0.016
H 1.460 -0.611 -0.985
H -0.491 0.986 -1.139
H 0.391 2.148 -0.152
H -1.244 0.936 1.199
H 0.391 0.567 1.753
H -0.017 -1.661 1.316
H -1.548 -2.646 0.126
```

Results
SMILES string: CCCNC=O
Kohn-Sham gap: 0.392 Ha
HOMO energy: -9.832 eV
M: 87.12 Da
LUMO: 0.8 eV
Net charge: 0

Results of the natural (NBO) charge analysis, in e, for atoms 1 through 6: -0.612 -0.412 -0.221 -0.620 0.527 -0.613

---

(y)
Entry from the OMol25 dataset: the molecule C4H9NO (ωB97M-V/def2-TZVPD).

The geometry in XYZ format:
```
15
C4H9NO (ωB97M-V/def2-TZVPD)
C 0.532 0.554 1.634
C 0.457 1.001 0.155
C -0.710 0.522 -0.777
N -0.975 -0.905 -0.720
C 0.022 -1.725 -1.128
O 0.977 -1.338 -1.776
H 1.260 1.173 2.182
H -0.422 0.667 2.156
H 0.881 -0.478 1.777
H 1.413 0.716 -0.303
H 0.441 2.096 0.134
H -0.422 0.740 -1.813
H -1.686 1.010 -0.651
H -1.659 -1.264 -0.070
H -0.109 -2.770 -0.800
```

Results
SMILES string: CCCNC=O
Kohn-Sham gap: 0.390 Ha
HOMO energy: -9.724 eV
M: 87.12 Da
LUMO: 0.9 eV
Net charge: 0

Results of the natural (NBO) charge analysis, in e, for atoms 1 through 6: -0.617 -0.420 -0.231 -0.617 0.521 -0.615

---

(x) takes first place; second place is 0.0082 hartree up.

---

(w)
Entry from the OMol25 dataset: the molecule C4H9NO (ωB97M-V/def2-TZVPD).

The geometry in XYZ format:
```
15
C4H9NO (ωB97M-V/def2-TZVPD)
C 1.444 -0.078 -0.297
N 0.003 -0.022 -0.338
C -0.524 0.407 -1.608
C -0.647 0.354 0.898
C -0.645 -0.893 1.786
O -1.329 -1.853 1.538
H 1.932 0.891 -0.516
H 1.797 -0.811 -1.033
H 1.787 -0.410 0.689
H -0.243 -0.330 -2.372
H -1.616 0.441 -1.580
H -0.143 1.388 -1.948
H -1.693 0.617 0.705
H -0.181 1.206 1.427
H 0.057 -0.906 2.650
```

Results
SMILES string: CN(C)CC=O
Kohn-Sham gap: 0.345 Ha
HOMO energy: -8.384 eV
M: 87.12 Da
LUMO: 1.0 eV
Net charge: 0

Results of the natural (NBO) charge analysis, in e, for atoms 1 through 6: -0.406 -0.445 -0.396 -0.313 0.437 -0.501

---

(x)
Entry from the OMol25 dataset: a 2-piece molecular cluster, C4H9NO overall (ωB97M-V/def2-TZVPD).

The geometry in XYZ format:
```
15
C4H9NO (ωB97M-V/def2-TZVPD)
C 0.263 0.094 0.185
C 1.782 0.433 0.074
N 2.084 1.711 -0.120
O 2.629 -0.428 0.225
H 0.002 -0.812 -0.324
H -0.283 0.850 -0.317
H 0.002 0.140 1.288
H 3.012 2.009 0.153
H 1.356 2.435 0.149
C -1.735 -1.630 -0.660
C -1.782 -0.593 0.140
H -1.434 -2.564 -0.288
H -2.011 -1.595 -1.651
H -1.773 -0.397 1.272
H -2.111 0.347 -0.125
```

Results
SMILES string: CC(N)=O.C=C
Kohn-Sham gap: 0.346 Ha
HOMO energy: -8.882 eV
M: 87.12 Da
LUMO: 0.5 eV
Net charge: 0

Results of the natural (NBO) charge analysis, in e, for atoms 1 through 6: -0.732 0.674 -0.816 -0.618 0.278 0.204

---

(w) takes first place; second place is 0.0706 hartree up.

---

(w)
Entry from the OMol25 dataset: the molecule C4H9NO (ωB97M-V/def2-TZVPD).

The geometry in XYZ format:
```
15
C4H9NO (ωB97M-V/def2-TZVPD)
C -1.559 1.128 0.129
C -0.623 1.338 -1.036
N 0.185 0.308 -1.236
C 0.262 -0.980 -0.531
C 1.074 -0.909 0.792
O 1.237 0.388 1.315
H -0.971 1.094 1.056
H -2.269 1.953 0.200
H -2.131 0.189 0.086
H -0.757 -1.319 -0.341
H 0.829 0.400 -2.012
H 0.728 -1.706 -1.205
H 2.051 -1.394 0.650
H 0.539 -1.478 1.557
H 1.407 0.989 0.576
```

Results
Kohn-Sham gap: 0.325 Ha
HOMO energy: -8.036 eV
M: 87.12 Da
LUMO: 0.8 eV
Net charge: 0

Results of the natural (NBO) charge analysis, in e, for atoms 1 through 6: -0.772 0.121 -0.588 -0.281 -0.075 -0.709

---

(x)
Entry from the OMol25 dataset: the molecule C4H9NO (ωB97M-V/def2-TZVPD).

The geometry in XYZ format:
```
15
C4H9NO (ωB97M-V/def2-TZVPD)
C -1.435 -0.676 0.258
N -0.276 0.188 0.186
C -0.579 1.469 -0.421
C 0.913 -0.455 -0.358
C 1.936 -0.613 0.752
O 3.103 -0.320 0.660
H -1.848 -0.932 -0.736
H -2.225 -0.185 0.837
H -1.178 -1.607 0.773
H -1.343 1.983 0.174
H 0.315 2.099 -0.432
H -0.955 1.382 -1.458
H 1.372 0.127 -1.166
H 0.686 -1.452 -0.769
H 1.514 -1.008 1.701
```

Results
SMILES string: CN(C)CC=O
Kohn-Sham gap: 0.359 Ha
HOMO energy: -8.805 eV
M: 87.12 Da
LUMO: 1.0 eV
Net charge: 0

Results of the natural (NBO) charge analysis, in e, for atoms 1 through 6: -0.408 -0.446 -0.407 -0.336 0.448 -0.518

---

(x) takes first place; second place is 0.0549 hartree up.

---

(w)
Entry from the OMol25 dataset: the molecule C4H9NO (ωB97M-V/def2-TZVPD).

The geometry in XYZ format:
```
15
C4H9NO (ωB97M-V/def2-TZVPD)
C -1.932 0.608 -0.087
N -0.535 0.371 -0.427
C -0.224 -1.047 -0.527
C 0.330 -0.235 0.577
C 1.802 0.136 0.519
O 2.224 0.383 -0.801
H -2.536 0.337 -0.960
H -2.281 -0.004 0.762
H -2.116 1.662 0.141
H -1.029 -1.742 -0.293
H 0.423 -1.320 -1.355
H -0.082 -0.383 1.579
H 2.383 -0.719 0.883
H 2.022 0.992 1.176
H 1.549 0.963 -1.188
```

Results
SMILES string: CN1C[C@H]1CO
Kohn-Sham gap: 0.385 Ha
HOMO energy: -9.357 eV
M: 87.12 Da
LUMO: 1.1 eV
Net charge: 0

Results of the natural (NBO) charge analysis, in e, for atoms 1 through 6: -0.412 -0.428 -0.269 -0.109 -0.064 -0.717

---

(x)
Entry from the OMol25 dataset: the molecule C4H9NO (ωB97M-V/def2-TZVPD).

The geometry in XYZ format:
```
15
C4H9NO (ωB97M-V/def2-TZVPD)
C 1.134 1.013 -1.806
N 0.842 -0.073 -0.907
C -0.232 0.217 0.025
C -0.212 -0.790 1.150
C -1.414 -0.744 2.061
O -1.401 -1.202 3.173
H 0.390 1.184 -2.598
H 1.306 1.923 -1.240
H 2.070 0.826 -2.322
H 0.629 -0.923 -1.416
H 0.019 1.205 0.424
H -1.208 0.232 -0.480
H 0.767 -0.757 1.625
H -0.358 -1.782 0.698
H -2.332 -0.330 1.614
```

Results
SMILES string: CNCCC=O
Kohn-Sham gap: 0.369 Ha
HOMO energy: -9.070 eV
M: 87.12 Da
LUMO: 1.0 eV
Net charge: 0

Results of the natural (NBO) charge analysis, in e, for atoms 1 through 6: -0.412 -0.620 -0.213 -0.516 0.443 -0.514

---

(x) takes first place; second place is 0.0213 hartree up.